Computed, not measured: a cluster of 15 separate species, H30O15 in total at a distorted geometry, with ωB97M-V with the def2-TZVPD basis set.

Geometry as ORCA input:
```
! wB97M-V def2-TZVPD RIJCOSX def2/J DEFGRID3
* xyz 0 1
H 0.888 -0.311 0.468
H -0.445 0.485 0.685
H -2.545 1.750 -0.876
H -3.297 1.995 0.340
H 0.818 -2.840 -1.128
H 0.056 -4.065 -1.712
H -4.064 -1.297 0.216
H -4.055 0.100 0.768
H -3.746 -0.325 -2.030
H -5.210 -0.354 -2.126
H -0.349 -0.721 2.207
H -0.886 -1.982 2.433
H -1.512 3.987 -0.744
H -0.137 3.655 -1.078
H 0.266 -0.351 -1.494
H 1.573 -0.890 -1.153
H -3.531 2.121 2.688
H -2.581 2.932 2.024
H 4.509 0.528 -0.437
H 5.959 0.320 0.082
H 2.885 -1.439 2.115
H 1.966 -2.582 1.813
H -1.360 -2.407 -0.164
H -2.348 -1.860 -1.079
H 3.862 3.452 1.181
H 3.619 2.408 0.293
H 1.820 -4.616 0.189
H 2.101 -3.040 -0.029
H 1.604 2.772 -1.130
H 2.893 2.986 -1.870
O -0.029 -0.110 0.145
O -2.442 1.615 0.121
O 1.002 -3.696 -1.533
O -3.574 -0.446 0.234
O -4.430 -0.987 -1.898
O -1.071 -1.125 2.680
O -0.601 4.302 -0.617
O 1.116 -0.365 -1.842
O -2.830 2.021 2.130
O 5.004 0.185 0.263
O 2.719 -2.063 1.405
O -1.534 -1.630 -0.597
O 3.985 3.245 0.234
O 1.697 -3.670 0.520
O 2.234 2.314 -1.696
*
```

Results
**Relative energy (zero: lowest compared OMol25 entry of this formula, charge and spin)**: 872.3 kJ/mol
**Largest force on an atom**: 6.2 eV Å⁻¹
**E_HOMO**: -9.47 eV

---

Computed, not measured: a cluster of 15 separate species, H30O15 in total at a distorted geometry, with ωB97M-V with the def2-TZVPD basis set.

Geometry as ORCA input:
```
! wB97M-V def2-TZVPD RIJCOSX def2/J DEFGRID3
* xyz 0 1
H -1.084 -0.487 1.032
H 0.395 -0.837 1.030
H 0.842 -1.969 -1.684
H 1.592 -3.234 -2.069
H 3.764 -2.711 -0.288
H 3.688 -1.211 -0.523
H -1.023 -0.015 3.511
H -1.114 0.466 4.950
H 3.226 2.111 -1.602
H 4.005 0.806 -1.572
H -3.807 -1.601 -0.311
H -2.532 -0.786 -0.170
H 2.257 1.687 1.628
H 3.160 2.384 0.624
H -3.567 0.020 1.394
H -2.534 1.065 1.784
H -0.556 3.028 -0.369
H 0.702 2.825 -1.197
H 0.752 -1.520 4.497
H 0.877 -1.125 5.959
H -0.753 1.921 -3.724
H -1.186 2.358 -2.334
H 0.779 -0.856 -4.131
H 1.175 -0.265 -2.788
H -0.774 0.893 -1.807
H -1.001 -0.605 -1.679
H -2.393 3.452 -0.254
H -3.319 2.363 -0.769
H -1.377 -3.857 0.073
H 0.120 -3.727 -0.150
O -0.270 -0.346 0.535
O 0.759 -2.929 -1.690
O 3.135 -1.996 -0.440
O -0.484 0.150 4.293
O 3.156 1.190 -1.326
O -3.461 -0.708 -0.417
O 2.232 2.235 0.835
O -2.742 0.128 1.880
O 0.379 2.807 -0.289
O 1.370 -1.138 5.131
O -1.221 2.624 -3.260
O 0.626 -0.951 -3.184
O -0.692 0.162 -1.183
O -2.559 2.505 -0.194
O -0.541 -4.303 0.249
*
```

Results
**Relative energy (zero: lowest compared OMol25 entry of this formula, charge and spin)**: 609.9 kJ/mol
**Largest force on an atom**: 6.2 eV Å⁻¹
**E_HOMO**: -9.24 eV

---

Computed, not measured: a cluster of 15 separate species, H30O15 in total at a distorted geometry, with ωB97M-V with the def2-TZVPD basis set.

Geometry as ORCA input:
```
! wB97M-V def2-TZVPD RIJCOSX def2/J DEFGRID3
* xyz 0 1
O 1.117 1.259 -1.022
H 1.659 1.399 -0.208
H 0.438 1.899 -0.724
O 3.093 3.218 -1.332
H 2.225 2.843 -1.467
H 3.575 2.512 -0.970
O -0.901 -1.404 -0.451
H -0.703 -0.516 -0.125
H -1.875 -1.398 -0.515
O 2.447 1.140 2.609
H 1.763 1.007 3.236
H 2.683 2.069 2.811
O -2.043 1.181 0.751
H -1.710 0.869 1.590
H -2.990 1.328 0.757
O -0.817 2.998 -0.880
H -1.211 2.443 -0.200
H -0.548 3.846 -0.535
O -0.255 -3.071 1.897
H 0.635 -3.433 2.082
H -0.702 -2.920 1.076
O -3.051 -0.089 -3.353
H -2.141 -0.339 -3.465
H -3.179 0.751 -3.703
O -3.553 3.265 -0.147
H -3.562 3.703 -0.960
H -3.226 3.231 0.730
O 1.357 -2.999 -1.977
H 0.925 -2.281 -2.391
H 1.043 -3.075 -1.068
O 2.427 -2.405 1.553
H 3.035 -1.757 1.935
H 2.170 -2.162 0.682
O -2.362 -1.883 2.936
H -2.913 -2.525 3.449
H -1.488 -2.443 2.904
O 2.868 -1.304 -1.295
H 3.275 -2.143 -1.505
H 3.166 -0.711 -1.984
O -0.366 -0.438 -3.748
H 0.528 -0.155 -4.030
H -0.499 0.010 -2.903
O 0.137 -0.175 3.363
H -0.690 -0.437 3.839
H 0.216 -0.907 2.757
*
```

Results
**Relative energy (zero: lowest compared OMol25 entry of this formula, charge and spin)**: 307.6 kJ/mol
**Largest force on an atom**: 3.9 eV Å⁻¹
**E_HOMO**: -10.09 eV

---

Computed, not measured: a cluster of 15 separate species, H30O15 in total at a distorted geometry, with ωB97M-V with the def2-TZVPD basis set.

Geometry as ORCA input:
```
! wB97M-V def2-TZVPD RIJCOSX def2/J DEFGRID3
* xyz 0 1
H 1.091 0.528 0.752
H -0.172 0.866 0.294
H 1.071 1.596 -0.512
H 0.793 3.021 0.141
H 1.071 -3.251 -2.690
H 0.398 -4.320 -1.728
H -0.118 -2.143 1.160
H 1.295 -2.862 1.172
H 2.778 -3.166 -0.591
H 2.158 -4.447 -0.939
H -3.589 -1.667 1.334
H -3.602 -2.070 0.019
H -3.525 3.148 0.045
H -4.521 4.384 -0.122
H 1.006 4.257 -2.764
H -0.440 4.441 -2.867
H 2.278 1.966 2.208
H 2.599 3.230 2.852
H 4.052 1.721 -1.567
H 5.097 1.230 -0.449
H 0.416 0.686 3.229
H -0.117 -0.594 2.729
H -4.607 0.062 -1.825
H -3.923 1.333 -1.276
H -0.726 -1.026 4.298
H -2.094 -1.111 4.747
H 3.165 -1.168 -2.016
H 4.195 -0.152 -1.277
H -3.775 -2.639 -2.333
H -2.491 -2.075 -1.463
O 0.393 0.078 0.404
O 0.466 2.306 -0.511
O 0.529 -3.391 -1.865
O 0.736 -2.156 0.809
O 2.833 -3.789 -1.342
O -4.022 -2.290 0.848
O -3.678 4.150 0.236
O 0.181 4.424 -2.198
O 2.898 2.288 2.878
O 4.747 1.991 -0.989
O 0.505 0.165 2.468
O -4.071 0.790 -2.063
O -1.558 -1.576 4.155
O 3.445 -0.840 -1.195
O -3.168 -1.929 -2.194
*
```

Results
**Relative energy (zero: lowest compared OMol25 entry of this formula, charge and spin)**: 765.3 kJ/mol
**Largest force on an atom**: 6.3 eV Å⁻¹
**E_HOMO**: -9.40 eV

---

Computed, not measured: a cluster of 15 separate species, H30O15 in total at a distorted geometry, with ωB97M-V with the def2-TZVPD basis set.

Geometry as ORCA input:
```
! wB97M-V def2-TZVPD RIJCOSX def2/J DEFGRID3
* xyz 0 1
O 1.198 -3.175 1.004
H 2.105 -2.982 0.753
H 0.723 -3.240 0.192
O -0.297 -3.833 -1.350
H 0.410 -3.662 -1.946
H -0.853 -3.015 -1.343
O 0.563 0.265 2.571
H 1.342 0.648 2.144
H 0.963 -0.575 2.761
O -1.232 2.115 -1.703
H -1.069 1.203 -1.476
H -1.577 1.955 -2.593
O 1.318 -1.544 -1.622
H 0.960 -1.028 -2.377
H 1.020 -0.901 -0.942
O -1.244 -1.641 1.110
H -2.092 -2.112 0.930
H -0.650 -2.335 1.355
O 2.895 0.987 1.567
H 2.911 0.899 0.618
H 3.672 1.580 1.658
O 3.504 0.883 -1.286
H 3.742 0.026 -1.463
H 2.584 0.990 -1.552
O -0.107 2.786 3.607
H -0.158 1.928 3.159
H -0.576 2.537 4.419
O -3.238 0.095 -0.494
H -2.541 -0.444 -0.858
H -3.675 -0.426 0.150
O 1.295 1.997 -2.698
H 1.421 1.431 -3.503
H 0.409 1.883 -2.299
O 0.159 0.215 -0.105
H 0.245 0.412 0.847
H -0.434 -0.580 -0.036
O -1.878 -1.939 -1.740
H -1.257 -1.763 -2.448
H -2.623 -2.431 -2.048
O -1.973 1.243 1.782
H -2.460 1.629 2.528
H -2.502 0.616 1.222
O 0.027 3.218 0.436
H -0.426 2.441 0.029
H -0.603 3.642 1.041
*
```

Results
**Relative energy (zero: lowest compared OMol25 entry of this formula, charge and spin)**: 232.8 kJ/mol
**Largest force on an atom**: 3.5 eV Å⁻¹
**E_HOMO**: -9.78 eV

---

Computed, not measured: a cluster of 15 separate species, H30O15 in total at a distorted geometry, with ωB97M-V with the def2-TZVPD basis set.

Geometry as ORCA input:
```
! wB97M-V def2-TZVPD RIJCOSX def2/J DEFGRID3
* xyz 0 1
O -2.417 14.046 12.184
H -3.172 13.429 12.292
H -2.148 14.141 13.074
O -3.024 8.403 9.660
H -3.109 8.403 10.606
H -3.566 9.122 9.349
O -4.380 13.622 9.634
H -4.283 12.681 9.862
H -5.017 13.999 10.286
O -4.334 11.159 10.720
H -3.500 10.795 11.089
H -4.972 10.470 10.612
O -5.558 6.902 9.339
H -5.930 6.328 10.058
H -5.590 7.768 9.692
O -6.234 9.092 11.082
H -5.607 8.444 11.352
H -7.096 8.605 11.089
O -6.216 10.481 13.338
H -6.777 11.258 13.357
H -6.307 10.182 12.402
O -7.279 12.284 11.047
H -7.349 13.026 10.409
H -6.526 12.510 11.564
O -1.271 12.538 10.355
H -0.328 12.448 10.638
H -1.632 13.165 11.009
O -4.474 12.605 13.184
H -4.862 11.717 13.135
H -4.922 12.819 13.952
O -2.233 10.160 12.160
H -1.735 10.848 12.578
H -2.867 10.066 12.892
O -0.007 9.955 10.141
H 0.421 10.593 9.563
H -0.922 10.123 10.251
O -2.294 11.800 8.011
H -2.885 11.085 8.137
H -1.955 11.966 8.910
O -7.054 10.992 8.723
H -7.093 10.957 9.687
H -7.257 10.099 8.440
O -4.480 10.039 7.953
H -4.809 9.344 7.372
H -5.253 10.635 7.894
*
```

Results
**Relative energy (zero: lowest compared OMol25 entry of this formula, charge and spin)**: 213.9 kJ/mol
**Largest force on an atom**: 3.5 eV Å⁻¹
**E_HOMO**: -9.37 eV

---

Which of these has the highest E_HOMO?
number 2

---

Which of these has the highest largest force on an atom?
number 4

---

Which of these has the highest largest force on an atom?
number 4

---

Copy entry 1 word for word.
Computed, not measured: a cluster of 15 separate species, H30O15 in total at a distorted geometry, with ωB97M-V with the def2-TZVPD basis set.

Geometry as ORCA input:
```
! wB97M-V def2-TZVPD RIJCOSX def2/J DEFGRID3
* xyz 0 1
H 0.888 -0.311 0.468
H -0.445 0.485 0.685
H -2.545 1.750 -0.876
H -3.297 1.995 0.340
H 0.818 -2.840 -1.128
H 0.056 -4.065 -1.712
H -4.064 -1.297 0.216
H -4.055 0.100 0.768
H -3.746 -0.325 -2.030
H -5.210 -0.354 -2.126
H -0.349 -0.721 2.207
H -0.886 -1.982 2.433
H -1.512 3.987 -0.744
H -0.137 3.655 -1.078
H 0.266 -0.351 -1.494
H 1.573 -0.890 -1.153
H -3.531 2.121 2.688
H -2.581 2.932 2.024
H 4.509 0.528 -0.437
H 5.959 0.320 0.082
H 2.885 -1.439 2.115
H 1.966 -2.582 1.813
H -1.360 -2.407 -0.164
H -2.348 -1.860 -1.079
H 3.862 3.452 1.181
H 3.619 2.408 0.293
H 1.820 -4.616 0.189
H 2.101 -3.040 -0.029
H 1.604 2.772 -1.130
H 2.893 2.986 -1.870
O -0.029 -0.110 0.145
O -2.442 1.615 0.121
O 1.002 -3.696 -1.533
O -3.574 -0.446 0.234
O -4.430 -0.987 -1.898
O -1.071 -1.125 2.680
O -0.601 4.302 -0.617
O 1.116 -0.365 -1.842
O -2.830 2.021 2.130
O 5.004 0.185 0.263
O 2.719 -2.063 1.405
O -1.534 -1.630 -0.597
O 3.985 3.245 0.234
O 1.697 -3.670 0.520
O 2.234 2.314 -1.696
*
```

Results
**Relative energy (zero: lowest compared OMol25 entry of this formula, charge and spin)**: 872.3 kJ/mol
**Largest force on an atom**: 6.2 eV Å⁻¹
**E_HOMO**: -9.47 eV